DFT (ωB97M-V/def2-TZVPD) results for C43H51BGe2MnN6Sb as an isolated structure at a distorted geometry.

For the max |F|, the calculation gives 0.0481 Eh/bohr. The energy above the lowest of the compared OMol25 structures with the same formula, charge and spin is 0.0 kJ/mol. The LUMO energy (alpha / beta) is -0.1118 / -0.1035 Ha.

```
! RIJCOSX wB97M-V def2-TZVPD def2/J DEFGRID3
* xyz 1 2
Mn -0.2491 0.1289 -0.0078
C 0.8556 -3.8444 1.3670
C 0.6730 -2.4887 1.6303
N 0.3135 -1.8474 0.5181
N 0.2459 -2.7656 -0.4664
C 0.5698 -3.9720 0.0213
B -0.4331 -2.4917 -1.8323
N 0.2376 -1.3273 -2.5851
C 0.5989 -1.3059 -3.8765
C 0.9623 -0.0146 -4.2092
C 0.7816 0.7094 -3.0323
N 0.3378 -0.0906 -2.0655
N -1.8713 -2.0275 -1.5345
C -3.0373 -2.6102 -1.8511
C -4.0623 -1.7824 -1.4402
C -3.4134 -0.6902 -0.8671
N -2.0922 -0.8453 -0.9297
H 1.1524 -4.6154 2.0552
H 0.7682 -1.9591 2.5658
H 0.5873 -4.8436 -0.6110
H -0.4202 -3.4798 -2.4950
H 0.5774 -2.2011 -4.4746
H 1.2980 0.3512 -5.1630
H 0.9709 1.7529 -2.8379
H -3.0639 -3.5694 -2.3402
H -5.1221 -1.9341 -1.5404
H -3.8539 0.1916 -0.4321
C -0.2463 4.1029 -1.7609
C -0.6866 3.0267 -0.7741
Ge 0.8709 2.2943 0.3242
C 0.7448 3.4118 1.9974
C 1.4120 4.7788 1.8507
C 2.5470 2.9543 -0.4362
C 3.5819 2.1234 -0.3237
Ge 2.9358 0.2972 0.1915
C 3.0881 -1.0622 -1.2834
C 4.5132 -1.4289 -1.6969
C 3.5040 -0.4117 1.9912
C 4.8806 -1.0723 2.0180
C 5.0064 2.4430 -0.5087
C 5.4487 3.7535 -0.7169
C 6.7989 4.0355 -0.8199
C 7.7421 3.0206 -0.7253
C 7.3212 1.7158 -0.5262
C 5.9693 1.4385 -0.4124
H -1.0873 4.4197 -2.3790
H 0.5459 3.7470 -2.4212
H 0.1327 4.9758 -1.2291
H -1.1950 2.2092 -1.3049
H -1.3955 3.4331 -0.0524
H 1.1862 2.8905 2.8453
H -0.3198 3.5380 2.2162
H 2.4889 4.6684 1.7188
H 1.2413 5.3724 2.7500
H 1.0188 5.3380 0.9997
H 2.6651 3.9879 -0.7536
H 2.5674 -0.6491 -2.1446
H 2.5429 -1.9471 -0.9482
H 5.0483 -0.5629 -2.0842
H 4.4775 -2.1786 -2.4887
H 5.0850 -1.8526 -0.8713
H 2.7407 -1.1308 2.2906
H 3.4715 0.4322 2.6829
H 4.9394 -1.8988 1.3097
H 5.0723 -1.4729 3.0141
H 5.6762 -0.3653 1.7867
H 4.7331 4.5619 -0.7866
H 7.1193 5.0589 -0.9654
H 8.7969 3.2502 -0.7932
H 8.0444 0.9144 -0.4477
H 5.6424 0.4205 -0.2356
C -4.6920 4.7489 2.4326
C -4.7459 3.9823 1.2768
C -3.9184 2.8781 1.1417
C -3.0411 2.5298 2.1655
C -2.9775 3.3083 3.3144
C -3.8064 4.4146 3.4457
Sb -1.8524 0.7728 1.9195
C -3.3566 -0.6653 2.3731
C -3.1100 -2.0115 2.1246
C -4.0676 -2.9623 2.4400
C -5.2646 -2.5736 3.0261
C -5.5089 -1.2331 3.2838
C -4.5624 -0.2758 2.9443
C -0.8489 0.6307 3.7984
C 0.5327 0.4734 3.8274
C 1.2040 0.4085 5.0401
C 0.4913 0.4803 6.2278
C -0.8923 0.5886 6.2033
C -1.5639 0.6627 4.9916
H -5.3388 5.6093 2.5412
H -5.4307 4.2432 0.4806
H -3.9605 2.2909 0.2307
H -2.2858 3.0534 4.1076
H -3.7595 5.0126 4.3464
H -2.1693 -2.3226 1.6809
H -3.8807 -4.0073 2.2284
H -6.0081 -3.3171 3.2814
H -6.4389 -0.9275 3.7456
H -4.7644 0.7738 3.1231
H 1.0863 0.4014 2.8956
H 2.2824 0.3093 5.0564
H 1.0133 0.4443 7.1748
H -1.4531 0.6171 7.1285
H -2.6452 0.7363 4.9716
*
```

Results of the Löwdin charge analysis, in e, for atoms 1 through 5: Mn 0.263; C -0.027; C -0.148; N -0.034; N -0.027